Version w
The following is a quantum chemistry calculation of a 2-piece molecular cluster, C5H8O overall, from the Open Molecules 2025 dataset.

```
14
Properties=species:S:1:pos:R:3
H 1.1940 -2.0830 0.1178
H 1.1738 0.7714 -1.1329
C 0.7197 -1.1458 -0.1565
H -0.6855 2.3983 -0.2891
H 1.0110 -0.0016 1.8582
C 0.5057 -0.0256 0.8969
H 2.5031 0.1366 -0.0373
C -0.8855 0.3639 0.8216
C 1.4539 0.1082 -0.3198
O -0.4353 -1.2598 -0.9167
H -0.9719 2.0901 0.3439
H -1.9732 0.1562 -1.0634
C -1.4365 -0.4229 -0.3031
H -2.1734 -1.0859 0.1803
```

Properties
* HOMO-LUMO gap: 0.320 Eh
* LUMO energy: 0.0061 Ha
* total charge: 0

natural (NBO) charges, unit e, in atom order: 0.21, 0.23, 0.11, -0.01, 0.24, -0.43, 0.23, 0.08, -0.39, -0.52, 0.04, 0.23, -0.26, 0.24

=====

Version x
The following is a quantum chemistry calculation of a 2-piece molecular cluster, C5H8O overall, from the Open Molecules 2025 dataset.

```
14
Properties=species:S:1:pos:R:3
H 0.1029 -0.0532 2.1150
H -2.2007 -1.1755 0.3082
C -1.9106 -0.8964 -0.7245
H 2.0363 1.1691 -0.7430
H 1.2834 -1.5537 0.4551
H -2.3991 0.0192 -1.1164
H -0.4156 1.5909 -0.4305
C 2.0564 0.0934 -0.5864
H 2.7802 -0.4814 -1.1563
C 1.2328 -0.4789 0.2904
C -0.4916 1.2805 0.6106
H -1.1961 1.8180 1.2397
C 0.2419 0.2697 1.0826
O -1.1224 -1.5351 -1.3743
```

Properties
* HOMO-LUMO gap: 0.375 Eh
* SMILES: C=CC=C.C=O
* LUMO energy: 0.0333 Ha
* total charge: 0

natural (NBO) charges, unit e, in atom order: 0.21, 0.11, 0.28, 0.19, 0.21, 0.11, 0.20, -0.36, 0.20, -0.23, -0.40, 0.20, -0.21, -0.51

=====

The energy of each structure relative to the most stable one, in kJ/mol, is as follows: version w 312.1; version x 0.0.

=====

Version w
The following is a quantum chemistry calculation of a 2-piece molecular cluster, C5H8O2 overall, from the Open Molecules 2025 dataset.

```
15
Properties=species:S:1:pos:R:3
C 1.9022 -0.0042 2.7525
O 0.5813 1.0054 0.9052
H -0.0161 -1.2483 -1.4293
C -1.5805 -0.7569 -0.1376
C -0.5538 -0.3381 -1.1775
H -2.5689 -0.8888 -0.5746
C -0.4562 0.8041 -1.7800
O 0.3149 1.0274 -2.9539
H -1.2419 1.6053 -1.7001
H -1.2208 -1.7852 0.2633
H 2.8108 0.5125 2.8084
H -1.7474 -0.0610 0.5976
H 1.7446 -0.5925 3.6591
H 0.8079 0.1956 -3.0049
C 1.2239 0.5247 1.7718
```

Properties
* HOMO-LUMO gap: 0.347 Eh
* SMILES: C/C=C/O.C=C=O
* LUMO energy: 0.0314 Ha
* total charge: 0

natural (NBO) charges, unit e, in atom order: -0.81, -0.46, 0.19, -0.62, -0.30, 0.21, 0.14, -0.69, 0.18, 0.21, 0.26, 0.21, 0.28, 0.47, 0.73

=====

Version x
The following is a quantum chemistry calculation of one molecule with the formula C5H8O2, from the Open Molecules 2025 dataset.

```
15
Properties=species:S:1:pos:R:3
O -0.9409 -1.9599 -0.8139
H 3.3427 -0.1534 0.5914
C -0.6847 1.1127 -0.2029
C -1.9640 0.2280 -0.1473
H -2.7322 0.2789 -0.9193
C 0.1325 -0.0746 0.3961
H -2.4232 0.2983 0.8445
C -0.9794 -0.9258 -0.1995
H 1.6637 -0.3406 -1.0885
H 1.6086 -1.5582 0.1945
H -0.3869 1.3114 -1.2375
H 0.0562 -0.0391 1.4904
H -0.7020 2.0481 0.3580
O 2.4804 0.2536 0.7396
C 1.5289 -0.4793 -0.0055
```

Properties
* HOMO-LUMO gap: 0.384 Eh
* SMILES: O=C1CC[C@@H]1CO
* LUMO energy: 0.0311 Ha
* total charge: 0

natural (NBO) charges, unit e, in atom order: -0.53, 0.47, -0.39, -0.51, 0.23, -0.35, 0.23, 0.61, 0.16, 0.18, 0.21, 0.24, 0.22, -0.72, -0.06

=====

Version y
The following is a quantum chemistry calculation of one molecule with the formula C5H8O2, from the Open Molecules 2025 dataset.

```
15
Properties=species:S:1:pos:R:3
H -0.9955 -0.5277 1.5436
C -0.4506 0.0402 -1.1010
C -0.2178 1.5522 -0.9003
H -0.8259 -2.5199 0.4439
H -0.0761 2.2206 -1.7557
O 1.7244 1.9194 0.6190
H 1.4367 -0.8310 -0.2825
C 0.5571 -0.2678 0.0430
H 0.6500 -0.8217 2.1347
H -0.9496 1.9252 -0.1718
H -0.1357 -0.3454 -2.0731
C -0.0149 -0.9580 1.2787
O -0.1221 -2.3560 1.0843
H -1.4864 -0.2711 -0.9224
C 0.9064 1.2409 0.0596
```

Properties
* HOMO-LUMO gap: 0.377 Eh
* SMILES: O=C1CC[C@@H]1CO
* LUMO energy: 0.0281 Ha
* total charge: 0

natural (NBO) charges, unit e, in atom order: 0.16, -0.40, -0.52, 0.46, 0.24, -0.51, 0.24, -0.37, 0.20, 0.23, 0.22, -0.05, -0.71, 0.20, 0.62

=====

Version z
The following is a quantum chemistry calculation of C5H8O2 as an isolated structure, from the Open Molecules 2025 dataset.

```
15
Properties=species:S:1:pos:R:3
O -2.4579 0.9163 0.9437
O -0.6123 -1.1043 -0.0235
H -1.1567 -0.0643 2.6176
H -0.5082 0.0060 2.9750
C -0.6470 0.2499 -0.5035
H -1.1993 2.2880 0.1310
C 0.8158 -1.0530 0.0278
H 1.4689 1.2033 -0.1130
H 1.3241 -1.5720 0.8348
H -1.0534 0.3143 -1.5288
H 2.4755 -0.8390 -1.4145
C 0.8762 0.3615 -0.4576
H 0.8297 -1.0534 -2.2062
C 1.3949 -0.7668 -1.3195
C -1.4984 1.2215 0.2829
```

Properties
* HOMO-LUMO gap: 0.385 Eh
* LUMO energy: 0.0329 Ha
* total charge: 0

natural (NBO) charges, unit e, in atom order: -0.49, -0.49, 0.02, -0.03, -0.01, 0.11, 0.10, 0.23, 0.21, 0.20, 0.23, -0.29, 0.22, -0.44, 0.43

=====

The energy of each structure relative to the most stable one, in kJ/mol, is as follows: version w 187.4; version x 0.0; version y 6.3; version z 257.1.

=====

Version w
The following is a quantum chemistry calculation of C3H4N2S as an isolated structure, from the Open Molecules 2025 dataset.

```
10
Properties=species:S:1:pos:R:3
H 0.6031 -2.2131 0.5729
N -0.1446 -1.5107 0.5966
C -0.2626 -0.2171 0.1572
H 1.3485 0.7435 -1.5939
S -1.5271 -2.0649 1.3485
H 0.4274 2.2525 -1.2572
C 1.1544 1.5308 -0.8421
N -1.4827 0.3169 0.2712
H 2.0245 1.7331 -0.0936
C -2.1408 -0.5710 0.8405
```

Properties
* HOMO-LUMO gap (spin up / spin down): 0.246 / 0.247 Eh
* LUMO energy (spin up / spin down): -0.5181 / -0.5180 Ha
* total charge: +2

natural (NBO) charges, unit e, in atom order: 0.51, -0.67, 0.39, 0.22, 0.93, 0.25, -0.07, -0.35, 0.28, 0.51

=====

Version x
The following is a quantum chemistry calculation of an isolated ion of composition C3H4N2S and charge +2, from the Open Molecules 2025 dataset.

```
10
Properties=species:S:1:pos:R:3
C -0.9264 -1.0067 -2.2346
C -0.1503 -0.8288 1.0070
S 0.9436 2.4322 -1.4708
H -0.3183 -0.3063 1.9394
H -0.9957 -1.5220 0.7515
H 0.7443 1.7467 0.7061
C -0.0372 0.0722 -0.1721
H 0.7944 -1.5031 0.9866
N 0.5570 1.2922 -0.1897
N -0.6114 -0.3763 -1.3234
```

Properties
* HOMO-LUMO gap (spin up / spin down): 0.214 / 0.214 Eh
* LUMO energy (spin up / spin down): -0.5651 / -0.5652 Ha
* total charge: +2

natural (NBO) charges, unit e, in atom order: 0.69, -0.71, 1.16, 0.31, 0.33, 0.49, 0.71, 0.37, -0.69, -0.67

=====

The energy of each structure relative to the most stable one, in kJ/mol, is as follows: version w 187.0; version x 0.0.

=====

Version w
The following is a quantum chemistry calculation of an isolated ion of composition C4H5N2O and charge +1, from the Open Molecules 2025 dataset.

```
12
Properties=species:S:1:pos:R:3
C 2.9703 0.5346 -0.7833
N 3.3785 0.0250 0.1731
N -0.4344 0.4437 0.0842
H 1.2119 -0.1515 -1.9606
H 1.5989 1.6146 -1.9679
H -1.2232 -1.0501 1.2790
O 4.1064 -0.5164 0.9081
C -1.3344 -0.2527 0.5473
C 1.5851 0.7079 -1.2918
H -2.1867 -0.2313 -0.1716
H 0.7275 2.1365 0.1202
C 0.5948 1.1209 -0.2725
```

Properties
* HOMO-LUMO gap: 0.315 Eh
* SMILES: C=[N+]=CCC#[N+][O-]
* LUMO energy: -0.1975 Ha
* total charge: +1

natural (NBO) charges, unit e, in atom order: 0.12, 0.24, -0.24, 0.28, 0.29, 0.26, -0.27, 0.09, -0.55, 0.25, 0.26, 0.26

=====

Version x
The following is a quantum chemistry calculation of an isolated ion of composition C4H5N2O and charge +1, from the Open Molecules 2025 dataset.

```
12
Properties=species:S:1:pos:R:3
N -0.7167 -1.3492 -0.2374
C 0.2374 0.6428 -1.0919
O -1.9892 -2.5121 1.1630
C 0.7131 0.7309 1.3353
H 1.1859 1.5165 1.8593
C 0.4626 1.2956 0.1787
H -0.4054 -0.9915 -2.2374
H 0.6863 1.2185 -1.8034
H 0.6739 2.3264 0.0869
C -0.1980 -0.6367 -1.2284
N -1.3971 -1.9048 0.4409
H 0.7471 -0.3365 1.5344
```

Properties
* HOMO-LUMO gap (spin up / spin down): 0.312 / 0.312 Eh
* SMILES: C=C/C=C\N=[N+]=O
* LUMO energy (spin up / spin down): -0.2140 / -0.2140 Ha
* total charge: +1

natural (NBO) charges, unit e, in atom order: 0.04, -0.02, -0.11, -0.28, 0.24, -0.26, 0.28, 0.25, 0.23, -0.18, 0.62, 0.20

=====

The energy of each structure relative to the most stable one, in kJ/mol, is as follows: version w 0.0; version x 95.2.

=====

Version w
The following is a quantum chemistry calculation of a 2-piece molecular cluster, C4H12 overall, from the Open Molecules 2025 dataset.

```
16
Properties=species:S:1:pos:R:3
H 0.7125 -1.6381 2.9457
H 0.0788 1.1904 -0.7782
H 1.0323 0.6464 0.8481
H -2.1586 -0.1972 -1.3892
C -1.7349 0.6839 -1.8282
H -0.5170 -0.6511 2.1821
H 2.1988 -0.5360 0.7453
C 1.5694 -0.0936 1.5576
H 2.3294 0.3911 2.3091
C 0.4431 -1.1424 2.0365
H 0.3330 -2.0336 1.3452
H -2.1645 1.6303 -1.4169
H -2.1306 0.4541 -2.7524
H 0.1609 1.1123 -2.4775
H 0.0843 -0.4328 -1.6538
C -0.2369 0.6164 -1.6731
```

Properties
* HOMO-LUMO gap: 0.459 Eh
* SMILES: CC.CC
* LUMO energy: 0.0423 Ha
* total charge: 0

natural (NBO) charges, unit e, in atom order: 0.21, 0.20, 0.21, 0.20, -0.61, 0.21, 0.21, -0.64, 0.22, -0.62, 0.21, 0.20, 0.20, 0.20, 0.20, -0.60

=====

Version x
The following is a quantum chemistry calculation of a 2-piece molecular cluster, C4H12 overall, from the Open Molecules 2025 dataset.

```
16
Properties=species:S:1:pos:R:3
H -0.9784 0.1743 -2.0750
H -2.1136 0.3033 -0.0493
C 2.1732 -0.8438 1.0031
H -2.0364 2.0368 0.0676
H -2.2979 1.2507 -2.3493
C -1.5484 1.1617 -0.3254
H -0.6117 2.0129 -2.0244
H 0.4496 -1.8312 2.0253
H 0.0421 -0.6499 0.6323
H 2.8021 -1.7505 0.8681
C -1.3241 1.1890 -1.8304
C 0.7630 -1.4095 1.0446
H -0.5407 1.0846 0.2105
H 2.4387 -0.4115 2.0674
H 1.9532 -0.0149 0.3584
H 0.8294 -2.3020 0.3766
```

Properties
* HOMO-LUMO gap: 0.453 Eh
* SMILES: CC.CC
* LUMO energy: 0.0412 Ha
* total charge: 0

natural (NBO) charges, unit e, in atom order: 0.20, 0.20, -0.63, 0.20, 0.21, -0.59, 0.21, 0.20, 0.20, 0.22, -0.61, -0.61, 0.19, 0.19, 0.22, 0.20

=====

The energy of each structure relative to the most stable one, in kJ/mol, is as follows: version w 6.2; version x 0.0.